Below is the molecule C14H21N7O2 in a non-equilibrium geometry, with properties calculated with ωB97M-V/def2-TZVPD.

Output
total charge = 0
orbital gap = 9.5 eV

CARTESIAN COORDINATES (ANGSTROEM)
O 3.46931 -0.08119 -2.72963
N -6.09126 1.49454 -1.73967
N -5.22274 1.52782 -0.82871
N -7.22783 0.82921 -1.32765
O 1.05628 0.01474 -0.13126
C 2.98906 -0.16133 -1.61403
C -6.96186 0.41293 -0.14688
C -1.24894 -0.65603 -0.57863
C -0.56151 0.23134 1.51772
C -2.55821 -0.76275 -0.10737
C -1.87554 0.17806 2.00258
C -0.23800 -0.17837 0.23556
C -2.89329 -0.36049 1.19646
N -7.91740 -0.17678 0.65521
N -5.69624 0.78459 0.19087
N -5.12437 0.68117 1.47874
N 3.83048 -0.08463 -0.49754
C 1.49083 -0.46115 -1.41279
C -4.29779 -0.51683 1.72322
C 5.99607 -1.10599 -1.33530
C 5.62326 -0.15098 1.07291
C 5.77312 1.38221 -0.91056
C 5.27347 0.01797 -0.43829
H -1.08471 -0.92516 -1.61309
H 0.22718 0.58661 2.16445
H -3.32713 -1.18152 -0.80193
H -2.09568 0.55154 2.97698
H -7.79129 -0.05988 1.64968
H -8.86652 -0.04462 0.34865
H -4.54144 1.48600 1.65161
H 3.29782 -0.21529 0.33601
H 1.29875 -1.52373 -1.49328
H 0.88184 0.03075 -2.19031
H -4.83197 -1.37073 1.27229
H -4.24815 -0.71695 2.81276
H 5.72777 -1.00235 -2.40642
H 7.08285 -1.00916 -1.25704
H 5.69979 -2.06798 -1.00638
H 6.71953 -0.12855 1.23901
H 5.23090 0.65810 1.70375
H 5.29134 -1.13391 1.46305
H 6.82714 1.53149 -0.68417
H 5.22223 2.20144 -0.42770
H 5.69284 1.47581 -2.01280

Atomic charges from the natural (NBO) analysis, expressed in e, are listed below: O -0.613; N -0.054; N -0.073; N -0.362; O -0.503; C 0.666; C 0.483; C -0.245; C -0.248; C -0.188; C -0.183; C 0.291; C -0.099; N -0.813; N -0.102; N -0.441; N -0.637; C -0.153; C -0.245; C -0.619; C -0.617; C -0.623; C 0.131; H 0.215; H 0.223; H 0.223; H 0.210; H 0.395; H 0.408; H 0.380; H 0.401; H 0.203; H 0.211; H 0.218; H 0.214; H 0.240; H 0.207; H 0.204; H 0.220; H 0.214; H 0.211; H 0.210; H 0.211; H 0.230

Below is the molecule C14H21NO3, with properties calculated with ωB97M-V/def2-TZVPD.

Output
total charge = 0
orbital gap = 10.0 eV
ΔE to the lowest compared entry with this formula, charge and spin = 0.000 eV

CARTESIAN COORDINATES (ANGSTROEM)
O -0.21305 2.29932 -0.16079
C -1.21424 1.84312 0.33339
O -1.71322 2.29369 1.48371
H -1.15458 2.99903 1.84664
C -2.01687 0.71098 -0.25802
H -1.61050 0.48695 -1.24989
C -1.93485 -0.53672 0.63441
C -2.58718 -1.71152 -0.10534
C -3.91674 -1.33029 -0.67647
C -4.32288 -0.07860 -0.80388
C -3.49267 1.10303 -0.40709
H -3.59192 1.89098 -1.15842
H -3.86048 1.50615 0.54111
H -5.29956 0.14736 -1.20709
H -4.54744 -2.14873 -0.99284
H -2.70558 -2.54730 0.58738
H -1.92969 -2.05423 -0.91257
C -0.54150 -0.98454 1.07899
O -0.40684 -1.65494 2.08446
N 0.48261 -0.67913 0.26071
H 0.36969 -0.00905 -0.48145
C 1.84419 -1.08408 0.55963
C 2.59377 -0.01333 1.36166
C 2.89322 1.22438 0.52098
C 3.68519 0.83995 -0.72456
C 2.89899 -0.16779 -1.55642
C 2.58895 -1.41726 -0.73411
H 3.52598 -1.91141 -0.47054
H 1.99494 -2.11902 -1.32377
H 1.97379 0.29922 -1.90177
H 3.47211 -0.45175 -2.44174
H 3.89515 1.72960 -1.32115
H 4.64055 0.39952 -0.42843
H 3.46375 1.93874 1.11820
H 1.96258 1.70984 0.22315
H 1.99544 0.25300 2.23499
H 3.53110 -0.44654 1.71731
H 1.75068 -1.98330 1.17961
H -2.50287 -0.34535 1.55002

Atomic charges from the natural (NBO) analysis, expressed in e, are listed below: O -0.613; C 0.813; O -0.683; H 0.504; C -0.334; H 0.227; C -0.285; C -0.434; C -0.179; C -0.195; C -0.419; H 0.219; H 0.229; H 0.209; H 0.209; H 0.238; H 0.215; C 0.685; O -0.633; N -0.636; H 0.407; C -0.055; C -0.404; C -0.418; C -0.396; C -0.400; C -0.403; H 0.206; H 0.211; H 0.187; H 0.211; H 0.208; H 0.191; H 0.207; H 0.221; H 0.216; H 0.201; H 0.234; H 0.238

Below is the molecule C14H21NO3S2, with properties calculated with ωB97M-V/def2-TZVPD.

Output
total charge = 0
orbital gap = 9.8 eV
ΔE to the lowest compared entry with this formula, charge and spin = 0.138 eV

CARTESIAN COORDINATES (ANGSTROEM)
O 0.63234 -1.59568 1.15478
C 0.48321 -0.43351 1.48745
N 0.83046 0.61100 0.72344
H 0.56690 1.53593 1.02195
C 1.20366 0.45936 -0.67253
C 2.50007 1.22505 -0.95716
C 2.37111 2.73732 -1.14024
C 1.69548 3.11031 -2.46096
C 0.17250 3.24236 -2.37789
H -0.08355 4.24233 -2.01910
H -0.23127 3.15139 -3.38859
C -0.51636 2.22365 -1.46736
C 0.01307 0.79367 -1.58285
H 0.28293 0.57770 -2.61690
H -0.79115 0.11359 -1.29468
H -0.45312 2.55363 -0.43005
H -1.57917 2.21639 -1.71540
H 1.95739 2.35722 -3.20622
H 2.09611 4.06190 -2.81775
H 1.83756 3.18679 -0.30248
H 3.38223 3.15197 -1.13572
H 3.18628 1.02126 -0.13114
H 2.94920 0.80905 -1.86139
H 1.41531 -0.61041 -0.78681
C -0.08183 -0.08052 2.86198
C -1.06853 -1.16604 3.23585
H -1.64584 -0.93868 4.12680
H -0.58379 -2.13413 3.32583
S -2.28155 -1.32227 1.86438
O -3.57421 -1.52638 2.46341
O -2.13309 -0.19471 0.97954
C -1.88118 -2.79284 0.96073
C -1.95444 -4.07611 1.40975
C -1.56985 -5.00562 0.42238
C -1.21961 -4.39983 -0.74523
S -1.34541 -2.69111 -0.66183
H -0.89192 -4.86478 -1.65368
H -1.55575 -6.06945 0.57585
H -2.28191 -4.33232 2.40063
H 0.73451 -0.03180 3.58737
H -0.58678 0.88432 2.82385

Atomic charges from the natural (NBO) analysis, expressed in e, are listed below: O -0.662; C 0.707; N -0.613; H 0.393; C -0.057; C -0.397; C -0.407; C -0.403; C -0.394; H 0.200; H 0.202; C -0.404; C -0.410; H 0.203; H 0.231; H 0.180; H 0.221; H 0.194; H 0.210; H 0.188; H 0.213; H 0.213; H 0.203; H 0.238; C -0.509; C -0.625; H 0.252; H 0.256; S 2.177; O -0.937; O -0.959; C -0.544; C -0.207; C -0.267; C -0.396; S 0.541; H 0.239; H 0.228; H 0.234; H 0.242; H 0.227

Below is C14H22Be2Br2ClF6N6O4P as an isolated structure in a non-equilibrium geometry, with properties calculated with ωB97M-V/def2-TZVPD.

Output
total charge = 0
orbital gap = 1.4 eV
ΔE to the lowest compared entry with this formula, charge and spin = 14.318 eV

CARTESIAN COORDINATES (ANGSTROEM)
O 0.60218 1.33240 2.13122
N -0.46275 1.38551 1.50500
O -0.56638 0.35935 0.63535
C -0.39220 1.00088 -0.70938
C 1.18572 0.67921 -1.13126
C 1.96057 -0.68999 -0.62789
C 3.55182 -0.83923 -1.09419
C 4.34566 0.30441 -2.01183
N 5.78169 0.02819 -2.35519
C 6.39625 1.11649 -3.18819
C 5.56643 2.43831 -3.65048
N 4.13011 2.75957 -3.34229
C 3.56298 1.63387 -2.52501
C 1.96702 1.78880 -2.05966
H -1.16950 0.61168 -1.49300
H -0.45470 2.16594 -0.55485
H 1.42074 -1.50317 0.03591
H 4.11110 -1.80893 -0.70362
H 7.52244 0.97938 -3.52217
H 6.16085 3.24088 -4.30460
H 1.36606 2.73384 -2.40166
Be 6.51278 3.84549 -2.19114
Cl 0.78730 -2.40407 -1.34613
Br 0.14810 -4.28788 0.34956
C 0.64088 2.50771 6.50333
O 0.26388 3.36868 7.28248
N 1.13309 1.32371 6.91008
N 0.59787 2.66589 5.16803
H 1.44848 0.60237 6.28370
H 1.18283 1.16393 7.90784
H 0.23385 3.54318 4.81980
H 0.90363 1.96858 4.51056
Be -1.96074 2.33752 6.27263
F -1.12458 7.90864 3.22744
P -0.35383 6.55679 3.30116
F 0.53713 6.01945 2.14071
F -0.47909 5.09063 3.81302
F -0.43611 6.66019 4.85319
F 0.96846 7.37792 3.37068
F -1.59452 6.28821 2.39718
C -5.04747 -4.40870 -2.10141
C -3.77477 -3.61072 -2.37559
C -2.86804 -4.24357 -3.45665
O -2.12042 -5.37813 -3.00937
C -2.85272 -6.59380 -2.99237
N -3.05011 -3.41907 -1.11052
H -4.86719 -5.29643 -1.48945
H -5.77188 -3.79223 -1.55695
H -5.52169 -4.72653 -3.03665
H -4.08589 -2.62637 -2.74505
H -2.12107 -3.49450 -3.75360
H -3.43303 -4.48593 -4.36492
H -3.57649 -6.65262 -3.81089
H -3.35274 -6.71468 -2.02909
H -2.14287 -7.41984 -3.09831
H -2.25612 -2.80052 -1.27982
H -2.61244 -4.31427 -0.87232
Br -6.54056 -2.27640 -1.12340

Atomic charges from the Mulliken analysis, expressed in e, are listed below: O -0.286; N 0.091; O -0.120; C -0.467; C 0.745; C -0.197; C -0.461; C 0.394; N -0.484; C -0.061; C -0.178; N -0.512; C 0.497; C -0.736; H 0.283; H 0.413; H 0.178; H 0.310; H 0.319; H 0.315; H 0.241; Be 0.191; Cl -0.187; Br -0.239; C 0.552; O -0.597; N -0.375; N -0.182; H 0.171; H 0.245; H 0.347; H 0.122; Be 0.419; F -0.333; P 0.875; F -0.318; F -0.354; F -0.332; F -0.315; F -0.326; C -0.850; C 0.238; C -0.794; O -0.330; C -0.672; N -0.482; H 0.304; H -0.026; H 0.459; H 0.532; H 0.351; H 0.426; H 0.317; H 0.250; H 0.250; H 0.178; H 0.329; Br -0.132

Below is a 2-piece molecular cluster, C14H22Br2NO8PS2 overall in a non-equilibrium geometry, with properties calculated with ωB97M-V/def2-TZVPD.

Output
total charge = -2
orbital gap = 1.0 eV

CARTESIAN COORDINATES (ANGSTROEM)
C -3.37623 -2.68978 0.38182
C -3.66890 -1.61386 -0.86502
C -2.33095 -0.73627 -1.27541
O -1.12404 -1.61146 -1.28524
C -0.55214 -1.69566 -2.65353
O -1.21776 -2.51895 -3.50897
C 0.78674 -0.87746 -3.14373
S 1.93879 -0.40042 -1.73312
C 2.85108 1.15386 -2.24315
C 2.86394 2.45834 -1.20020
C 4.49396 2.38586 -0.89221
C 5.20518 3.61042 -0.06441
C 6.07747 2.96985 1.20807
C 5.20066 2.81067 2.58540
Br 4.25085 1.05100 2.77684
C 5.23742 1.72423 -2.19496
Br 7.20613 1.89750 -2.69101
N 4.24115 1.02466 -2.88709
O -4.88642 -0.81342 -0.66716
C -4.78306 0.09887 0.48125
O -4.23086 1.33670 0.34648
C -5.36198 -0.22719 2.01092
S -4.02608 -0.72923 3.22918
H -4.26526 -2.71892 1.14758
H -2.31967 -2.50679 0.87875
H -3.32182 -3.78678 -0.08567
H -3.88685 -2.31420 -1.80720
H -2.07896 0.12917 -0.50295
H -2.52252 -0.33562 -2.36841
H 0.49309 0.06702 -3.79667
H 1.40693 -1.62898 -3.82981
H 2.21686 1.58669 -3.13062
H 2.69346 3.41726 -1.85106
H 2.15582 2.38972 -0.24815
H 4.52257 1.47833 -0.11857
H 5.94000 4.27500 -0.71827
H 4.40231 4.32447 0.42817
H 6.97684 3.71229 1.45991
H 6.57967 1.96954 0.86384
H 5.98548 2.85441 3.48309
H 4.42819 3.67329 2.78100
H 4.38188 0.45143 -3.76883
H -5.78124 0.82172 2.39861
H -6.30406 -0.94370 1.99672
H -4.39081 -2.04036 3.67492
O -6.27126 -6.21569 3.66399
P -6.42149 -4.69670 3.47989
O -7.90853 -4.31498 3.56253
O -5.86301 -4.28969 2.10630
O -5.64259 -3.96624 4.58614

Atomic charges from the natural (NBO) analysis, expressed in e, are listed below: C -0.684; C 0.077; C -0.108; O -0.561; C 0.796; O -0.587; C -0.649; S 0.177; C -0.174; C -0.431; C -0.276; C -0.412; C -0.432; C -0.449; Br -0.029; C -0.183; Br -0.086; N -0.712; O -0.553; C 0.798; O -0.603; C -0.643; S -0.092; H 0.277; H 0.224; H 0.227; H 0.210; H 0.226; H 0.192; H 0.253; H 0.251; H 0.184; H 0.199; H 0.241; H 0.165; H 0.221; H 0.194; H 0.201; H 0.241; H 0.213; H 0.222; H 0.402; H 0.246; H 0.283; H 0.235; O -0.904; P 2.413; O -0.910; O -0.939; O -0.950

Below is C14H22BrClN2O4PdSb as an isolated structure, with properties calculated with ωB97M-V/def2-TZVPD.

Output
total charge = -1
orbital gap (alpha / beta) = 7.0 / 7.0 eV
ΔE to the lowest compared entry with this formula, charge and spin = 0.721 eV

CARTESIAN COORDINATES (ANGSTROEM)
Pd 1.13841 -1.27674 -0.98472
N 1.23791 0.06212 -2.58684
N 0.22569 -0.31833 -3.50726
C 0.18325 -1.73784 -3.85362
O -0.31538 -1.97102 -4.95828
O 0.62409 -2.49491 -2.96135
H 0.98905 0.92814 -2.12178
H 2.15349 0.11678 -3.02152
H 0.17786 0.24334 -4.34712
Cl 0.92640 -2.68506 0.80241
C -1.68326 0.71812 2.02350
C -2.08663 -0.65492 1.48551
Sb -1.39230 -0.96739 -0.50782
C -2.32185 -2.85408 -0.91104
C -3.67255 -3.13161 -0.25511
C -2.65469 0.41839 -1.56666
C -4.11170 0.48578 -1.11636
H -2.00989 0.84539 3.05912
H -2.12651 1.52442 1.43237
H -0.60043 0.84255 1.98441
H -3.17051 -0.78330 1.48346
H -1.63725 -1.45411 2.07509
H -1.57403 -3.57514 -0.58195
H -2.37966 -2.92636 -1.99896
H -3.60608 -3.07630 0.83296
H -4.01877 -4.13707 -0.51064
H -4.44213 -2.43053 -0.57796
H -2.56731 0.13517 -2.61617
H -2.17029 1.39079 -1.45182
H -4.63528 -0.44736 -1.32000
H -4.64165 1.28199 -1.64703
H -4.19608 0.69214 -0.04756
Br 7.31622 1.56044 2.63819
C 5.45815 1.94722 2.47339
C 4.91658 2.95301 3.25636
C 3.56097 3.23025 3.13788
C 2.77539 2.51564 2.24493
C 3.33523 1.51013 1.46863
C 4.68999 1.21846 1.58416
C 2.47414 0.73955 0.47862
O 3.06728 -0.15820 -0.19238
O 1.27380 1.05705 0.38712
H 5.54145 3.50596 3.94436
H 3.12168 4.00770 3.75087
H 1.72007 2.72075 2.12510
H 5.10712 0.42898 0.97553

Atomic charges from the natural (NBO) analysis, expressed in e, are listed below: Pd 0.823; N -0.605; N -0.562; C 0.851; O -0.742; O -0.785; H 0.403; H 0.375; H 0.364; Cl -0.561; C -0.629; C -0.762; Sb 1.275; C -0.763; C -0.616; C -0.767; C -0.618; H 0.195; H 0.191; H 0.245; H 0.206; H 0.240; H 0.248; H 0.233; H 0.201; H 0.203; H 0.192; H 0.238; H 0.216; H 0.202; H 0.201; H 0.200; Br 0.014; C -0.068; C -0.256; C -0.217; C -0.201; C -0.046; C -0.244; C 0.741; O -0.765; O -0.761; H 0.217; H 0.207; H 0.235; H 0.255

Copy entry 6 word for word.
Below is C14H22BrClN2O4PdSb as an isolated structure, with properties calculated with ωB97M-V/def2-TZVPD.

Output
total charge = -1
orbital gap (alpha / beta) = 7.0 / 7.0 eV
ΔE to the lowest compared entry with this formula, charge and spin = 0.721 eV

CARTESIAN COORDINATES (ANGSTROEM)
Pd 1.13841 -1.27674 -0.98472
N 1.23791 0.06212 -2.58684
N 0.22569 -0.31833 -3.50726
C 0.18325 -1.73784 -3.85362
O -0.31538 -1.97102 -4.95828
O 0.62409 -2.49491 -2.96135
H 0.98905 0.92814 -2.12178
H 2.15349 0.11678 -3.02152
H 0.17786 0.24334 -4.34712
Cl 0.92640 -2.68506 0.80241
C -1.68326 0.71812 2.02350
C -2.08663 -0.65492 1.48551
Sb -1.39230 -0.96739 -0.50782
C -2.32185 -2.85408 -0.91104
C -3.67255 -3.13161 -0.25511
C -2.65469 0.41839 -1.56666
C -4.11170 0.48578 -1.11636
H -2.00989 0.84539 3.05912
H -2.12651 1.52442 1.43237
H -0.60043 0.84255 1.98441
H -3.17051 -0.78330 1.48346
H -1.63725 -1.45411 2.07509
H -1.57403 -3.57514 -0.58195
H -2.37966 -2.92636 -1.99896
H -3.60608 -3.07630 0.83296
H -4.01877 -4.13707 -0.51064
H -4.44213 -2.43053 -0.57796
H -2.56731 0.13517 -2.61617
H -2.17029 1.39079 -1.45182
H -4.63528 -0.44736 -1.32000
H -4.64165 1.28199 -1.64703
H -4.19608 0.69214 -0.04756
Br 7.31622 1.56044 2.63819
C 5.45815 1.94722 2.47339
C 4.91658 2.95301 3.25636
C 3.56097 3.23025 3.13788
C 2.77539 2.51564 2.24493
C 3.33523 1.51013 1.46863
C 4.68999 1.21846 1.58416
C 2.47414 0.73955 0.47862
O 3.06728 -0.15820 -0.19238
O 1.27380 1.05705 0.38712
H 5.54145 3.50596 3.94436
H 3.12168 4.00770 3.75087
H 1.72007 2.72075 2.12510
H 5.10712 0.42898 0.97553

Atomic charges from the natural (NBO) analysis, expressed in e, are listed below: Pd 0.823; N -0.605; N -0.562; C 0.851; O -0.742; O -0.785; H 0.403; H 0.375; H 0.364; Cl -0.561; C -0.629; C -0.762; Sb 1.275; C -0.763; C -0.616; C -0.767; C -0.618; H 0.195; H 0.191; H 0.245; H 0.206; H 0.240; H 0.248; H 0.233; H 0.201; H 0.203; H 0.192; H 0.238; H 0.216; H 0.202; H 0.201; H 0.200; Br 0.014; C -0.068; C -0.256; C -0.217; C -0.201; C -0.046; C -0.244; C 0.741; O -0.765; O -0.761; H 0.217; H 0.207; H 0.235; H 0.255